1.
{"formula": "C9H12N3O", "method": "wB97M-V/def2-TZVPD", "symbols": ["H", "N", "C", "O", "N", "C", "C", "N", "C", "C", "C", "C", "C", "C", "H", "H", "H", "H", "H", "H", "H", "H", "H", "H", "H"], "xyz": [[0.009, 1.709, -1.598], [-0.466, 1.548, -0.752], [-0.441, 0.477, -0.136], [0.131, -0.736, -0.581], [0.914, -0.717, -1.704], [2.141, -0.387, -1.915], [2.655, -0.533, -3.307], [2.848, 0.192, -0.913], [-1.099, 0.261, 1.080], [-2.029, 1.252, 1.379], [-2.676, 1.184, 2.597], [-2.716, -0.092, 3.172], [-2.023, -1.175, 2.731], [-1.099, -0.999, 1.711], [0.337, -0.965, -2.497], [2.395, 0.358, -3.686], [3.761, -0.658, -3.116], [2.156, -1.381, -3.796], [3.752, 0.656, -1.136], [2.724, 0.217, 0.134], [-1.970, 2.074, 0.727], [-3.275, 2.027, 2.963], [-3.336, -0.291, 4.032], [-2.260, -2.142, 3.169], [-0.433, -1.880, 1.443]], "atomic_forces_ev_per_a": [[0.61, -0.22, -1.25], [-0.02, 1.06, 0.43], [1.06, 0.21, -1.99], [1.69, -0.62, 0.31], [-2.67, -0.60, -0.95], [0.69, 1.31, 3.04], [1.81, -2.98, 3.02], [1.57, 0.31, 0.10], [-1.54, -1.97, 1.06], [1.14, -0.23, 1.94], [-0.80, -0.47, -0.68], [-1.07, 1.08, 1.29], [0.64, -0.65, -0.62], [0.48, -0.90, 0.06], [0.24, -0.35, -0.12], [-0.42, 3.23, -2.35], [-1.11, 0.03, -1.14], [0.50, 0.35, 0.02], [-0.99, -0.90, -0.13], [-0.87, -0.37, -1.89], [-0.49, 1.18, -0.35], [0.22, -0.54, -0.04], [-0.27, 0.36, 0.17], [0.49, 0.14, -0.03], [-0.90, 1.54, 0.09]], "total_charge": 1, "lumo_ev": -3.3, "smiles": "[H]/N=C(\\O/[NH+]=C(/C)N)c1ccccc1", "homo_ha": -0.4489, "orbital_gap_ev": 8.9}

---

2.
{"formula": "C9H12N3O", "method": "wB97M-V/def2-TZVPD", "symbols": ["C", "C", "C", "C", "C", "C", "C", "C", "C", "N", "N", "N", "O", "H", "H", "H", "H", "H", "H", "H", "H", "H", "H", "H", "H"], "xyz": [[1.319, 0.079, -0.414], [3.374, 0.051, -0.003], [-1.725, 1.647, -0.643], [-0.773, 1.270, -1.529], [-1.910, -0.285, 1.061], [-1.219, -1.683, -0.794], [-1.085, 0.868, 0.504], [-0.067, 0.454, -0.567], [4.712, 0.518, 0.392], [2.268, 0.865, -0.015], [3.084, -1.165, -0.368], [-2.354, -1.108, -0.106], [1.758, -1.175, -0.641], [-2.564, 2.314, -0.672], [-0.576, 1.490, -2.560], [-1.306, -0.909, 1.722], [-2.780, 0.086, 1.607], [-1.332, -1.870, -1.844], [-0.579, -2.325, -0.219], [-0.669, 1.477, 1.306], [5.086, 1.225, -0.347], [4.650, 1.037, 1.346], [5.389, -0.327, 0.464], [-3.042, -1.813, 0.196], [-2.824, -0.453, -0.755]], "atomic_forces_ev_per_a": [[1.46, -0.01, 0.29], [-0.59, -0.35, -0.14], [0.53, -0.11, -0.03], [-0.37, 0.32, 0.03], [0.32, 0.47, 0.44], [1.98, 2.49, 0.06], [0.00, 0.02, 0.07], [-2.09, -2.82, -0.19], [0.21, -0.01, -0.01], [-0.76, 0.25, -0.14], [1.32, -0.30, 0.18], [-0.38, -0.18, -0.01], [-1.16, 0.52, -0.12], [-0.28, 0.14, -0.11], [0.06, 0.11, -0.24], [-0.14, -0.09, -0.12], [-0.02, -0.15, -0.08], [-0.26, -0.11, -0.18], [-0.10, -0.19, 0.29], [0.02, -0.06, 0.05], [0.04, 0.00, -0.01], [0.04, -0.03, 0.04], [0.09, 0.02, 0.02], [0.07, 0.28, -0.18], [0.01, -0.21, 0.10]], "total_charge": 1, "lumo_ev": [-4.6, -4.6], "homo_ha": [-0.4772, -0.4691], "orbital_gap_ev": [8.3, 8.1]}

---

3.
{"formula": "C9H12N3O2", "method": "wB97M-V/def2-TZVPD", "symbols": ["C", "C", "C", "N", "C", "C", "N", "O", "O", "C", "C", "C", "N", "C", "H", "H", "H", "H", "H", "H", "H", "H", "H", "H", "H", "H"], "xyz": [[3.229, 1.357, 1.159], [2.392, 1.125, 0.322], [1.283, 0.719, -0.536], [0.072, 1.503, -0.289], [-0.092, 2.753, -0.973], [-0.911, 0.730, 0.206], [-2.318, 1.224, 0.402], [-2.629, 2.203, -0.184], [-2.954, 0.508, 1.094], [-0.472, -0.564, 0.489], [-1.144, -1.817, 0.923], [-1.387, -2.652, -0.339], [0.814, -0.604, 0.065], [1.699, -1.580, 0.135], [4.118, 1.581, 1.647], [1.597, 0.584, -1.620], [0.842, 3.288, -1.076], [-0.666, 2.567, -1.967], [-0.742, 3.398, -0.453], [-0.441, -2.468, 1.698], [-2.095, -1.412, 1.379], [-2.027, -2.074, -1.087], [-1.852, -3.619, -0.222], [-0.264, -2.647, -0.893], [2.578, -1.603, -0.439], [1.367, -2.500, 0.559]], "atomic_forces_ev_per_a": [[-1.21, -0.33, -1.95], [0.50, 0.54, 0.55], [-0.47, -0.74, 0.89], [0.20, 0.50, -0.45], [-1.21, -0.07, -2.46], [0.98, -1.46, 0.38], [2.67, -1.05, -0.50], [-0.85, 1.34, -0.60], [-1.68, -0.65, 1.21], [-1.45, 1.07, 0.31], [-0.02, -0.70, 1.72], [2.18, 1.74, -2.62], [3.97, -1.16, -1.30], [-2.92, 0.54, -0.03], [0.84, 0.28, 0.97], [-0.73, 0.33, 1.13], [0.34, -0.29, -0.28], [1.41, 0.48, 1.24], [-0.57, 0.64, 0.86], [-2.01, 1.94, -1.64], [1.08, -1.31, -0.03], [0.69, -0.66, 1.08], [0.41, -0.34, 0.22], [-3.24, -0.90, 1.15], [1.15, 0.66, -0.34], [-0.08, -0.40, 0.48]], "total_charge": 1, "lumo_ev": [-5.5, -5.5], "smiles": "C#C[C@@H]1N(C)C([N+](=O)[O-])=C(CC)[N+]1=C", "homo_ha": [-0.4590, -0.4590], "orbital_gap_ev": [7.0, 7.0]}

---

4.
{"formula": "C9H12N3O2Se2Te2Ti", "method": "wB97M-V/def2-TZVPD", "symbols": ["Ti", "N", "C", "O", "C", "C", "H", "H", "H", "H", "H", "H", "Se", "Te", "Te", "Se", "N", "C", "O", "C", "C", "C", "N", "C", "C", "H", "H", "H", "H", "H", "H"], "xyz": [[0.514, -1.931, -0.550], [-2.813, -1.188, 1.301], [-1.956, -1.720, 0.405], [-1.298, -1.054, -0.500], [-1.963, -3.276, 0.313], [-0.989, -3.488, -0.820], [-2.552, -0.257, 1.697], [-3.281, -1.805, 1.978], [-2.982, -3.641, 0.056], [-1.628, -3.679, 1.257], [-1.473, -3.123, -1.761], [-0.613, -4.494, -0.814], [1.498, -2.491, -2.713], [3.286, -2.913, -0.893], [1.921, -3.905, 1.397], [0.721, -1.709, 1.941], [0.086, 5.144, 0.551], [1.188, 4.329, 0.320], [2.371, 4.723, 0.581], [1.066, 2.904, -0.085], [2.100, 2.050, 0.223], [2.056, 0.729, -0.140], [0.889, 0.211, -0.640], [-0.022, 1.103, -1.131], [0.031, 2.446, -0.897], [0.340, 6.103, 0.840], [-0.856, 4.770, 0.529], [2.970, 2.486, 0.707], [2.862, -0.004, 0.085], [-0.802, 0.610, -1.757], [-0.672, 3.070, -1.479]], "atomic_forces_ev_per_a": [[0.86, 0.13, 0.27], [0.71, 1.73, 0.86], [-0.24, -0.88, -1.77], [-2.93, -0.87, 3.28], [-0.18, 1.54, -1.13], [0.16, 0.50, -0.11], [-0.54, -1.07, -0.75], [0.73, 0.30, -0.74], [0.18, 0.32, 0.52], [0.09, -0.19, 0.33], [0.47, -0.86, 0.44], [0.13, -0.45, -0.57], [0.59, -0.25, -0.74], [-0.02, 0.65, -0.81], [-0.79, -0.15, 0.88], [0.48, -0.44, 0.41], [1.28, -0.09, -0.39], [3.09, 0.20, 1.34], [-3.12, 0.18, -0.58], [-1.15, 2.05, -0.28], [1.34, -0.37, 0.20], [-0.45, -0.55, 0.63], [0.54, -0.40, -0.67], [-0.43, -1.26, -0.75], [-0.79, -0.37, -0.77], [-0.68, -1.12, -0.25], [0.44, 0.38, 0.04], [-0.13, -0.24, -0.05], [-0.72, 0.75, -0.21], [0.68, 0.94, 0.58], [0.40, -0.09, 0.79]], "total_charge": -1, "lumo_ev": [2.3, 2.3], "spin_multiplicity": 3, "homo_ha": [-0.0752, -0.1433], "orbital_gap_ev": [4.4, 6.2]}

---

5.
{"formula": "C9H12N4O", "method": "wB97M-V/def2-TZVPD", "symbols": ["C", "O", "N", "C", "C", "C", "N", "C", "C", "C", "N", "N", "C", "C", "H", "H", "H", "H", "H", "H", "H", "H", "H", "H", "H", "H"], "xyz": [[3.524, -2.399, 0.268], [2.156, -2.686, -0.007], [1.428, -1.506, 0.128], [0.196, -1.714, -0.159], [-0.819, -0.794, -0.193], [-0.690, 0.592, -0.145], [-1.978, 1.242, -0.336], [-2.996, 0.766, 0.137], [-3.975, 0.140, 0.721], [-4.433, -1.061, 0.221], [-4.732, -2.099, -0.184], [0.341, 1.534, 0.034], [-0.015, 2.871, 0.398], [1.484, 1.387, -0.828], [3.797, -2.373, 1.431], [3.634, -1.326, 0.074], [4.199, -2.959, -0.460], [-0.263, -2.640, -0.544], [-1.703, -1.080, -0.673], [-4.462, 0.463, 1.675], [-0.973, 2.886, 0.919], [0.802, 3.315, 1.063], [-0.169, 3.478, -0.429], [1.716, 0.321, -0.860], [1.448, 1.918, -1.735], [2.484, 1.724, -0.515]], "atomic_forces_ev_per_a": [[0.86, 1.25, 1.12], [0.60, -0.28, 0.18], [-0.70, -0.64, 0.13], [1.03, -2.33, -0.60], [0.83, 4.99, -0.10], [-0.75, 0.62, 0.50], [-0.89, -0.15, -0.02], [2.07, 0.65, -0.17], [-1.23, 1.31, 2.16], [-0.55, -2.16, -1.20], [-0.05, 0.38, 0.15], [-0.70, -1.83, -0.20], [0.67, 0.03, 2.55], [1.79, -1.36, 1.09], [-0.53, -1.08, -2.39], [0.29, -0.17, -0.43], [-0.94, 0.36, 1.48], [1.33, -0.50, 0.50], [-1.26, -0.69, -0.14], [0.80, 0.07, -0.97], [0.33, -0.05, 0.33], [-1.11, -0.56, -0.86], [0.01, 1.31, -1.82], [-0.39, 0.09, -0.92], [-0.98, 0.23, -1.74], [-0.53, 0.50, 1.35]], "lumo_ev": -0.2, "smiles": "CO/N=C/C=C(/N=C=CC#N)N(C)C", "homo_ha": -0.2975, "orbital_gap_ev": 7.9}

---

6.
{"formula": "C9H12NO", "method": "wB97M-V/def2-TZVPD", "symbols": ["C", "C", "C", "C", "C", "C", "C", "C", "C", "N", "O", "H", "H", "H", "H", "H", "H", "H", "H", "H", "H", "H", "H"], "xyz": [[1.910, 0.016, -1.231], [1.416, 0.762, -0.101], [1.184, -0.818, -2.020], [0.155, 0.280, 0.013], [-0.217, -1.067, -1.779], [0.879, 2.980, 3.772], [-0.267, 2.202, 3.233], [-2.315, -2.637, -1.812], [-1.108, -1.956, -2.595], [-0.566, -0.469, -0.614], [-0.220, 1.278, 2.468], [2.932, -0.038, -1.405], [1.851, 1.369, 0.569], [1.704, -1.338, -2.777], [1.865, 2.725, 3.273], [0.857, 4.079, 3.877], [1.143, 2.577, 4.784], [-1.173, 2.474, 3.806], [-3.057, -2.752, -2.683], [-2.883, -1.939, -1.080], [-2.259, -3.582, -1.230], [-1.501, -1.429, -3.420], [-0.329, -2.718, -3.045]], "atomic_forces_ev_per_a": [[-0.86, 0.67, 1.56], [-2.03, -2.75, -1.92], [-2.39, -0.31, 0.38], [-0.56, -1.31, -1.91], [1.38, 0.00, 0.34], [3.29, -0.47, 0.05], [-0.13, 0.87, 1.84], [-2.09, 1.28, -0.92], [1.73, -2.54, 1.92], [0.12, 1.39, 0.84], [0.09, -0.24, -0.92], [1.90, 0.71, -0.23], [1.90, 1.97, 1.87], [0.20, -0.49, -0.91], [-1.17, 0.33, -0.06], [-0.70, -0.59, -0.19], [-0.85, 0.29, -0.40], [-0.50, -0.27, -0.59], [0.80, -0.38, 1.60], [1.29, -0.64, -1.32], [0.83, 0.55, -0.86], [-0.43, 0.82, -0.92], [-1.82, 1.12, 0.76]], "total_charge": 1, "lumo_ev": -5.6, "homo_ha": -0.4940, "orbital_gap_ev": 7.8}

---

7.
{"formula": "C9H12NO", "method": "wB97M-V/def2-TZVPD", "symbols": ["C", "N", "C", "C", "O", "C", "C", "C", "C", "C", "C", "H", "H", "H", "H", "H", "H", "H", "H", "H", "H", "H", "H"], "xyz": [[-0.435, 0.485, -2.750], [-0.493, 0.489, -1.347], [-1.413, 1.401, -0.677], [0.056, -0.548, -0.773], [0.538, -1.532, -1.650], [0.369, -0.680, 0.610], [1.158, 0.409, 1.091], [1.637, 0.353, 2.378], [1.325, -0.786, 3.136], [0.682, -1.903, 2.678], [0.240, -1.856, 1.362], [0.425, -0.088, -2.975], [-0.307, 1.550, -3.185], [-1.265, 0.001, -3.421], [-1.281, 2.459, -0.899], [-1.351, 1.098, 0.451], [-2.458, 1.197, -1.171], [1.176, -2.128, -1.302], [1.312, 1.232, 0.373], [2.287, 1.117, 2.791], [1.902, -1.062, 3.965], [0.595, -2.806, 3.244], [-0.334, -2.646, 1.028]], "atomic_forces_ev_per_a": [[-0.84, 1.83, -4.47], [-0.46, -1.14, 0.62], [-2.19, -1.31, 1.22], [1.25, -2.20, -2.07], [-2.46, 2.85, 0.65], [1.37, 0.43, 1.41], [-1.12, -0.08, -0.49], [-0.19, -0.40, 0.20], [1.45, -0.32, -0.36], [-0.45, 0.71, -1.96], [-0.27, 1.57, 0.61], [0.83, -0.06, -0.88], [-0.22, -1.62, 1.02], [0.90, 0.75, 2.02], [0.83, -0.17, 0.23], [-0.61, 1.13, -2.13], [1.73, 0.07, 1.34], [0.85, -0.68, 1.23], [0.22, -0.27, 0.78], [-0.13, -0.07, -0.09], [0.52, 0.83, 1.89], [-0.06, -0.22, 0.35], [-0.95, -1.64, -1.11]], "total_charge": 1, "lumo_ev": -4.2, "smiles": "C[N+](C)=C(O)c1ccccc1", "homo_ha": -0.5020, "orbital_gap_ev": 9.4}

---

8.
{"formula": "C9H12NO12", "method": "wB97M-V/def2-TZVPD", "symbols": ["N", "O", "O", "O", "C", "C", "O", "C", "O", "O", "H", "H", "H", "H", "C", "C", "O", "C", "O", "O", "H", "H", "H", "H", "C", "C", "O", "C", "O", "O", "H", "H", "H", "H"], "xyz": [[36.504, 21.777, 37.999], [35.813, 20.789, 37.759], [35.977, 22.849, 37.958], [37.747, 21.621, 38.316], [38.018, 21.108, 35.239], [37.879, 19.927, 34.353], [38.564, 20.387, 33.232], [39.020, 21.683, 33.292], [39.415, 22.395, 32.407], [38.767, 22.085, 34.471], [38.796, 20.777, 36.120], [37.099, 21.360, 35.659], [36.785, 20.069, 34.100], [38.359, 19.028, 34.771], [35.546, 17.719, 36.292], [35.254, 16.316, 36.761], [34.800, 15.593, 35.687], [34.863, 16.269, 34.716], [34.512, 15.886, 33.550], [35.206, 17.461, 34.931], [36.581, 18.217, 36.343], [34.942, 18.563, 36.714], [34.551, 16.454, 37.545], [36.272, 15.890, 37.216], [32.538, 22.387, 34.473], [33.989, 22.292, 35.074], [34.821, 22.185, 33.983], [34.095, 21.900, 32.883], [34.507, 21.478, 31.757], [32.824, 21.894, 33.183], [32.223, 23.370, 34.201], [31.910, 21.683, 35.052], [34.343, 21.376, 35.590], [34.087, 23.084, 35.672]], "atomic_forces_ev_per_a": [[2.83, -1.45, 1.20], [-0.69, -2.33, -0.73], [-0.56, 3.17, -0.10], [-1.75, 0.40, -0.49], [5.57, -1.38, 3.60], [-1.55, 1.84, -0.65], [1.85, -0.73, -3.55], [-1.45, -0.78, -1.74], [0.41, -1.36, 0.13], [-1.44, 1.73, 3.76], [-2.25, 1.30, -1.67], [-1.11, 1.52, 0.54], [0.88, -2.11, -0.05], [-0.94, 0.06, -0.53], [0.78, 2.00, -0.78], [4.18, 0.42, 4.58], [-0.56, -6.46, 7.71], [-2.67, 1.21, -13.41], [1.28, 0.87, 3.53], [1.48, 5.32, -0.82], [-1.12, -1.54, -0.01], [-0.08, -1.04, -0.36], [-0.87, -0.92, 0.66], [-2.39, 0.31, -0.98], [2.28, -1.85, 0.46], [-1.69, -3.40, -0.21], [1.39, 1.28, -2.98], [2.28, -2.94, -4.05], [-1.07, 2.34, 4.67], [-1.94, -0.92, -1.26], [-0.70, 0.91, 1.26], [-0.31, 0.87, -0.69], [-1.56, 0.40, 0.79], [1.46, 3.25, 2.17]], "total_charge": -1, "lumo_ev": 2.5, "homo_ha": -0.2034, "orbital_gap_ev": 8.0}

---

Total energy (computed, eV): -16036.2792 -16033.9267 -18078.1396 -186490.2110 -17529.1609 -13054.4755 -13057.3364 -35582.4081
Energy above the lowest of the compared OMol25 structures with the same formula, charge and spin (computed, kcal/mol): 77.6 131.8 150.7 9.9 142.1 70.3 4.3 19.2